No. 1
ORCA calculation (ωB97M-V with the def2-TZVPD basis set) on one molecule with the formula C19H19N3O2.

## Properties
Kohn-Sham gap (eV): 9.0
Relative energy (zero: lowest compared OMol25 entry of this formula, charge and spin) (kcal/mol): 53.5
LUMO energy (eV): 0.58
SMILES string: Cc1ccccc1Cn1cc(NC(=O)COc2ccccc2)cn1
Total charge: 0
Multiplicity: 1
E_tot (eV): -28576.4479

The geometry in XYZ format:
```
43
Properties=species:S:1:pos:R:3:nbo_charge:R:1
C 3.10 2.77 -0.52 -0.6557
C 4.07 1.73 -0.06 0.0864
C 4.99 2.03 0.93 -0.2399
C 5.90 1.10 1.39 -0.2001
C 5.90 -0.18 0.86 -0.2181
C 5.00 -0.50 -0.14 -0.1830
C 4.09 0.44 -0.61 -0.0810
C 3.12 -0.01 -1.68 -0.2316
N 2.11 -0.87 -1.11 -0.1457
C 0.94 -0.51 -0.55 -0.0706
C 0.36 -1.66 -0.08 0.0303
C 1.27 -2.68 -0.40 -0.0894
N 2.32 -2.18 -1.02 -0.2576
H 1.20 -3.73 -0.20 0.2054
N -0.87 -1.82 0.57 -0.5969
C -1.72 -0.81 0.87 0.6478
O -1.52 0.35 0.60 -0.5914
C -2.98 -1.30 1.61 -0.1623
O -3.95 -0.30 1.74 -0.4773
C -4.54 0.20 0.62 0.3041
C -5.43 1.26 0.83 -0.2561
C -6.10 1.82 -0.24 -0.1887
C -5.91 1.34 -1.52 -0.2456
C -5.03 0.30 -1.73 -0.2034
C -4.34 -0.28 -0.67 -0.2575
H -3.65 -1.08 -0.87 0.2031
H -4.86 -0.08 -2.73 0.2117
H -6.44 1.78 -2.35 0.2122
H -6.79 2.64 -0.06 0.2132
H -5.57 1.62 1.83 0.2230
H -3.39 -2.19 1.11 0.1854
H -2.70 -1.56 2.63 0.2200
H -1.10 -2.77 0.85 0.4019
H 0.59 0.50 -0.53 0.2462
H 2.62 0.84 -2.15 0.2183
H 3.65 -0.59 -2.43 0.2340
H 4.98 -1.49 -0.56 0.2235
H 6.60 -0.92 1.22 0.2133
H 6.60 1.36 2.17 0.2124
H 4.99 3.03 1.36 0.2064
H 3.27 3.70 0.01 0.2203
H 2.07 2.46 -0.33 0.2181
H 3.21 2.97 -1.59 0.2149
```



No. 2
ORCA calculation (ωB97M-V with the def2-TZVPD basis set) on C16H36F12MgN2O14S4 as an isolated structure.

## Properties
Kohn-Sham gap (eV): 4.0
Relative energy (zero: lowest compared OMol25 entry of this formula, charge and spin) (kcal/mol): 0.0
LUMO energy (eV): -4.52
Total charge: 0
Multiplicity: 1
E_tot (eV): -130209.0493

The geometry in XYZ format:
```
85
Properties=species:S:1:pos:R:3:mulliken_charge:R:1
Mg 1.73 -2.12 0.06 1.2795
C -0.74 1.20 -0.47 0.6507
F -0.31 1.59 0.72 -0.1905
F -1.78 1.89 -0.85 -0.1882
F 0.29 1.38 -1.29 -0.2028
S -1.19 -0.66 -0.44 0.2944
O -2.57 -0.75 -0.05 -0.5154
O -0.93 -0.95 -1.85 -0.3918
N 0.13 -1.37 0.51 -0.2144
S -0.40 -1.28 2.01 0.9597
O 0.78 -1.38 2.87 -0.6081
O -1.23 -0.17 2.37 -0.5440
C -1.38 -2.91 2.10 0.6298
F -1.65 -3.38 0.88 -0.2326
F -0.63 -3.77 2.77 -0.1871
F -2.53 -2.74 2.71 -0.2067
C 2.48 2.19 -3.60 0.6115
F 1.64 1.77 -4.54 -0.2441
F 1.93 3.20 -2.94 -0.1964
F 2.74 1.16 -2.78 -0.2068
S 4.10 2.78 -4.46 1.0167
O 4.76 1.56 -4.86 -0.6518
O 3.68 3.65 -5.53 -0.5606
N 5.04 3.49 -3.20 -0.4641
S 4.74 5.06 -3.09 1.0017
O 5.90 5.78 -3.58 -0.6282
O 3.43 5.53 -3.45 -0.5763
C 4.76 5.29 -1.20 0.6345
F 5.83 4.70 -0.64 -0.2504
F 4.79 6.57 -0.87 -0.2124
F 3.68 4.71 -0.63 -0.2379
C 3.67 -3.41 4.44 -0.7055
C 4.08 -4.84 4.42 -0.3919
O 4.36 -5.25 3.07 -0.5233
H 3.47 -3.12 5.48 0.3443
H 2.79 -3.27 3.82 0.0503
H 4.46 -2.69 4.20 0.3358
H 3.40 -5.53 4.91 0.3012
H 5.02 -4.94 4.98 0.2930
H 5.25 -4.92 2.91 0.3092
C -4.76 4.43 -1.50 -0.6860
C -5.02 5.34 -0.31 -0.2434
O -6.24 6.09 -0.46 -0.5095
H -3.84 3.86 -1.42 0.0627
H -4.66 5.02 -2.41 0.2869
H -5.59 3.72 -1.57 0.2693
H -4.17 6.01 -0.13 0.2584
H -5.10 4.83 0.65 0.2808
H -6.54 6.22 0.44 0.3059
C -2.70 -1.86 -4.47 -0.5222
C -2.55 -0.70 -5.43 -0.3347
O -3.67 -0.56 -6.28 -0.5363
H -1.71 -2.14 -4.10 -0.0038
H -3.09 -2.75 -4.96 0.3685
H -3.34 -1.68 -3.60 0.2235
H -1.63 -0.91 -5.98 0.2341
H -2.26 0.22 -4.92 0.2795
H -4.35 -0.03 -5.84 0.3186
C 1.79 -2.04 -4.19 -1.2825
C 2.57 -2.21 -2.92 0.1092
O 1.64 -2.53 -1.85 -0.0149
H 1.05 -2.83 -4.33 0.4605
H 2.44 -1.98 -5.07 0.4287
H 1.14 -1.17 -4.27 0.2128
H 3.07 -1.27 -2.69 0.1467
H 3.29 -3.03 -3.03 0.2578
H 0.95 -3.12 -2.20 0.2006
C -4.00 -4.26 5.18 -0.9634
C -4.84 -4.93 4.08 -0.1321
O -5.66 -5.89 4.67 -0.5254
H -3.31 -4.88 5.75 0.2588
H -4.72 -3.81 5.87 0.3483
H -3.50 -3.32 4.93 0.2299
H -4.21 -5.36 3.30 0.2281
H -5.38 -4.19 3.47 0.2471
H -6.14 -5.53 5.42 0.3174
C 1.46 3.54 4.06 -1.2828
C 0.89 2.17 3.76 0.1704
O 2.03 1.34 3.47 -0.5179
H 0.70 4.26 4.37 0.3730
H 1.93 3.96 3.17 0.2741
H 2.17 3.49 4.87 0.3119
H 0.05 2.16 3.06 0.1221
H 0.43 1.78 4.67 0.3133
H 1.83 0.47 3.82 0.2747
```



No. 3
ORCA calculation (ωB97M-V with the def2-TZVPD basis set) on one molecule with the formula C4H7Cl2NSi.

## Properties
Kohn-Sham gap (eV): 9.6
Relative energy (zero: lowest compared OMol25 entry of this formula, charge and spin) (kcal/mol): 62.5
LUMO energy (eV): 0.08
SMILES string: C=C=N[Si](Cl)(Cl)CC
Total charge: 0
Multiplicity: 1
E_tot (eV): -38674.5061

The geometry in XYZ format:
```
15
Properties=species:S:1:pos:R:3:nbo_charge:R:1
C -1.39 0.26 1.49 0.5369
C 0.68 -1.14 -1.65 -0.6387
C -2.25 0.44 2.39 -0.6575
C 0.44 0.39 -1.58 -0.8130
N -0.56 0.18 0.54 -0.9832
Si 1.02 0.64 0.25 1.6733
Cl 2.69 -0.93 0.75 -0.4623
Cl 1.92 2.14 1.18 -0.3210
H 0.24 -1.67 -2.58 0.2113
H 1.72 -1.39 -1.78 0.2324
H 0.16 -1.56 -0.78 0.2259
H -1.92 -0.05 3.28 0.2671
H -3.20 0.89 2.29 0.2649
H -0.61 0.81 -1.56 0.2460
H 1.07 0.99 -2.21 0.2180
```



No. 4
ORCA calculation (ωB97M-V with the def2-TZVPD basis set) on C3H2CuFO3 as an isolated structure.

## Properties
Kohn-Sham gap (eV): 8.7
Relative energy (zero: lowest compared OMol25 entry of this formula, charge and spin) (kcal/mol): 31.9
LUMO energy (eV): -0.76
Total charge: 0
Multiplicity: 1
E_tot (eV): -56640.0691

The geometry in XYZ format:
```
10
Properties=species:S:1:pos:R:3:nbo_charge:R:1
C -0.25 -1.39 -0.09 0.7495
C -1.07 -0.48 0.78 -0.2331
O -0.89 0.79 0.12 -0.4514
C -0.23 0.68 -0.99 0.4500
O 0.05 -0.60 -1.21 -0.5201
O 0.18 -2.48 0.06 -0.4686
H -0.67 -0.42 1.80 0.2549
H -2.13 -0.75 0.79 0.2446
F 2.76 2.79 0.16 -0.8952
Cu 2.24 1.86 -1.41 0.8694
```



No. 5
ORCA calculation (ωB97M-V with the def2-TZVPD basis set) on an isolated ion of composition C9H9NPS and charge +1.

## Properties
Kohn-Sham gap (eV): 7.2
Relative energy (zero: lowest compared OMol25 entry of this formula, charge and spin) (kcal/mol): 20.2
LUMO energy (eV): -5.74
Total charge: +1
Multiplicity: 1
E_tot (eV): -31083.7186

The geometry in XYZ format:
```
21
Properties=species:S:1:pos:R:3:nbo_charge:R:1
C 2.11 0.36 -1.12 -0.4880
C 1.77 1.59 -0.53 -0.1044
C 1.04 -0.60 -1.26 -0.0447
C 0.54 1.86 0.07 -0.2350
C -0.15 -0.33 -0.56 0.0785
C -0.46 0.84 0.19 -0.1679
C -2.32 -0.64 -0.04 0.1898
C 2.21 -0.16 1.83 -0.8256
C -3.60 -1.38 -0.04 -0.6549
N -1.29 -1.12 -0.64 -0.4145
P 2.90 -0.76 0.42 0.8362
S -1.98 0.88 0.88 0.4972
H 2.92 0.38 -1.85 0.2976
H 2.51 2.41 -0.62 0.2578
H 1.22 -1.40 -1.91 0.2626
H 0.48 2.85 0.59 0.2585
H 2.22 -0.82 2.69 0.2650
H 1.51 0.76 1.83 0.2485
H -3.45 -2.17 0.70 0.2562
H -4.35 -0.81 0.33 0.2304
H -3.83 -1.74 -0.96 0.2566
```



No. 6
ORCA calculation (ωB97M-V with the def2-TZVPD basis set) on C39H36BrMoN5O6P as an isolated structure.

## Properties
Kohn-Sham gap (spin up / spin down) (eV): 7.2 / 6.8
Relative energy (zero: lowest compared OMol25 entry of this formula, charge and spin) (kcal/mol): 8.7
LUMO energy (spin up / spin down) (eV): -3.49 / -3.91
Total charge: +1
Multiplicity: 3
E_tot (eV): -141944.5902

The geometry in XYZ format:
```
89
Properties=species:S:1:pos:R:3:mulliken_spin:R:1
Mo 1.07 0.01 0.00 1.7951
O 0.65 -1.18 3.54 -0.0001
C 1.09 -2.47 3.67 0.0017
C 1.58 -2.94 4.88 0.0007
C 1.97 -4.26 5.00 -0.0004
C 1.88 -5.12 3.92 0.0002
C 1.40 -4.64 2.72 -0.0036
C 1.00 -3.32 2.57 0.0029
C 0.49 -2.85 1.23 0.0228
O 1.18 -1.74 0.77 0.0444
N -0.96 -2.58 1.34 0.0072
N -1.51 -2.09 0.17 0.0188
C -2.66 -2.52 -0.16 0.0109
C -3.45 -1.97 -1.26 -0.0053
Br -2.87 -0.29 -1.94 0.0048
C -4.56 -2.50 -1.76 -0.0001
C -5.14 -3.82 -1.44 -0.0004
C -6.53 -3.94 -1.43 -0.0001
C -7.14 -5.15 -1.13 0.0000
C -6.36 -6.27 -0.87 -0.0001
C -4.97 -6.17 -0.91 0.0001
C -4.37 -4.95 -1.19 -0.0002
H 0.94 -0.65 4.30 0.0001
H 1.64 -2.26 5.73 -0.0001
H 2.35 -4.62 5.95 0.0000
H 2.19 -6.16 4.01 0.0000
H 1.35 -5.30 1.86 0.0001
H 0.65 -3.66 0.50 -0.0106
H -1.46 -3.39 1.69 0.0036
H -3.16 -3.30 0.43 0.0032
H -5.13 -1.91 -2.47 -0.0003
H -7.14 -3.07 -1.64 0.0000
H -8.22 -5.23 -1.12 0.0000
H -6.82 -7.22 -0.66 0.0000
H -4.36 -7.04 -0.73 0.0000
H -3.29 -4.90 -1.28 0.0001
N -0.60 0.41 1.44 -0.0115
C -0.20 1.50 2.36 0.0079
C 1.29 1.41 2.59 0.0008
O 1.82 1.74 3.63 -0.0003
N 1.97 0.90 1.52 -0.0428
C 3.40 0.65 1.64 0.0074
C 3.92 -0.07 0.40 0.0243
O 5.06 -0.42 0.30 0.0171
O 3.00 -0.25 -0.56 0.0510
H -1.55 0.52 1.09 -0.0034
H -0.60 -0.46 1.98 -0.0025
H -0.72 1.44 3.31 -0.0012
H -0.43 2.46 1.90 -0.0036
H 3.59 0.01 2.51 -0.0031
H 3.97 1.57 1.79 -0.0018
O 0.73 -1.80 -2.02 0.0156
N 0.82 -0.39 -2.05 -0.0582
C 0.94 0.08 -3.23 0.0863
C 1.06 1.48 -3.62 0.0272
C 1.10 1.69 -5.00 0.0231
C 1.22 2.96 -5.53 -0.0070
C 1.31 4.04 -4.66 0.0143
C 1.26 3.84 -3.29 -0.0148
C 1.14 2.57 -2.75 0.0141
P 1.06 2.41 -0.92 -0.0796
C -0.32 3.53 -0.53 -0.0252
C -1.60 2.98 -0.53 0.0553
C -2.71 3.78 -0.33 0.0065
C -2.55 5.14 -0.11 0.0000
C -1.28 5.70 -0.11 0.0001
C -0.16 4.90 -0.33 -0.0009
C 2.60 3.19 -0.37 0.0236
C 2.66 3.90 0.83 0.0038
C 3.88 4.38 1.30 0.0014
C 5.04 4.15 0.57 -0.0001
C 4.99 3.43 -0.62 -0.0009
C 3.77 2.95 -1.09 -0.0006
H 1.66 -2.09 -1.97 0.0008
H 0.95 -0.66 -4.03 -0.0029
H 1.05 0.83 -5.67 0.0007
H 1.26 3.11 -6.60 0.0000
H 1.41 5.04 -5.05 0.0004
H 1.33 4.70 -2.63 0.0012
H -1.73 1.92 -0.72 -0.0163
H -3.70 3.34 -0.34 0.0001
H -3.41 5.77 0.05 0.0000
H -1.15 6.76 0.05 0.0001
H 0.82 5.35 -0.32 -0.0002
H 1.77 4.05 1.43 -0.0012
H 3.92 4.92 2.23 0.0000
H 5.99 4.52 0.93 0.0000
H 5.89 3.23 -1.17 -0.0001
H 3.74 2.37 -2.00 -0.0007
```



No. 7
ORCA calculation (ωB97M-V with the def2-TZVPD basis set) on a 2-piece molecular cluster, C6H9Cl overall.

## Properties
Kohn-Sham gap (eV): 9.4
Relative energy (zero: lowest compared OMol25 entry of this formula, charge and spin) (kcal/mol): 107.2
LUMO energy (eV): -0.62
Total charge: 0
Multiplicity: 1
E_tot (eV): -18884.7654

The geometry in XYZ format:
```
16
Properties=species:S:1:pos:R:3:nbo_charge:R:1
C 2.20 0.81 -1.45 -0.8053
C -0.91 1.30 1.76 -0.3553
C 1.09 1.17 -2.01 0.2076
C -1.25 0.16 1.20 -0.1949
C -0.12 -1.60 -0.17 -0.6372
C -0.87 -0.24 -0.18 -0.2414
Cl -2.35 -0.25 -1.13 -0.0286
H 2.47 0.21 -0.62 0.2770
H 3.12 1.19 -2.00 0.3039
H -0.56 2.02 1.19 0.1839
H -1.32 1.57 2.85 0.2038
H -1.52 -0.75 1.82 0.2077
H 0.48 -1.81 -1.10 0.2245
H -0.86 -2.39 -0.11 0.2241
H 0.55 -1.82 0.67 0.2232
H -0.15 0.43 -0.72 0.2071
```



No. 8
ORCA calculation (ωB97M-V with the def2-TZVPD basis set) on C15H16AuBrCl2SSi as an isolated structure.

## Properties
Kohn-Sham gap (eV): 8.5
Relative energy (zero: lowest compared OMol25 entry of this formula, charge and spin) (kcal/mol): 0.8
LUMO energy (eV): 0.27
Total charge: 0
Multiplicity: 1
E_tot (eV): -133308.9647

The geometry in XYZ format:
```
37
Properties=species:S:1:pos:R:3:nbo_charge:R:1
Au -1.54 0.08 -0.32 0.3550
Cl 0.23 -2.53 -0.02 0.0425
C 1.45 -2.21 -1.21 -0.0670
C 2.34 -3.24 -1.46 -0.2263
C 3.34 -3.08 -2.41 -0.1787
C 3.44 -1.90 -3.11 -0.2220
C 2.54 -0.87 -2.85 -0.0648
Cl 2.72 0.58 -3.78 0.0310
C 1.53 -0.99 -1.89 -0.1432
S 0.44 0.41 -1.67 -0.1210
H 2.24 -4.17 -0.91 0.2372
H 4.03 -3.89 -2.60 0.2281
H 4.20 -1.75 -3.86 0.2360
Br -6.91 0.02 3.73 0.0292
C -5.40 0.04 2.58 -0.0985
C -4.23 -0.58 2.97 -0.1973
C -3.13 -0.55 2.12 -0.2622
C -3.18 0.08 0.87 -0.3411
C -4.38 0.69 0.51 -0.2355
C -5.49 0.68 1.35 -0.2550
H -4.17 -1.07 3.93 0.2130
H -2.23 -1.04 2.44 0.2026
H -4.47 1.19 -0.44 0.2097
H -6.42 1.16 1.05 0.2224
C 1.43 0.45 1.51 -1.1481
Si 1.50 1.48 -0.04 1.5801
C 3.28 1.72 -0.52 -1.1450
C 0.55 3.07 0.05 -1.1475
H 2.01 0.93 2.31 0.2461
H 1.86 -0.54 1.34 0.2478
H 0.40 0.31 1.86 0.2598
H 3.77 2.20 0.33 0.2474
H 3.41 2.35 -1.39 0.2529
H 3.78 0.77 -0.70 0.2467
H 1.00 3.74 0.79 0.2495
H -0.49 2.90 0.33 0.2657
H 0.57 3.58 -0.92 0.2507
```